An isolated molecule of C18H21N5O4 at a distorted geometry. Source: the Open Molecules 2025 dataset; level of theory: ωB97M-V with the def2-TZVPD basis set.

Geometry (Å):
C1 5.4754 2.0846 0.0642
C2 4.3966 1.5730 -0.8829
C3 3.1026 2.3827 -0.8119
C4 2.3790 2.2846 0.5402
C5 1.9434 0.8817 0.8169
N1 2.8171 0.0705 1.3863
C6 2.4769 -1.2044 1.6161
C7 3.4675 -2.1289 2.2397
N2 4.6577 -1.5512 2.4694
O1 3.1905 -3.2868 2.4924
C8 1.2155 -1.6354 1.2602
N3 0.5347 -2.8114 1.3415
C9 -0.7314 -2.6595 0.8175
O2 -1.5720 -3.5179 0.7375
N4 -0.8335 -1.3224 0.3969
C10 -1.9692 -0.7445 -0.2162
C11 -1.8267 0.3540 -1.0437
C12 -2.9474 0.9171 -1.6374
C13 -4.2095 0.3902 -1.4263
O3 -5.3629 0.8667 -1.9682
C14 -5.2890 1.9827 -2.8192
C15 -4.3499 -0.7369 -0.5836
O4 -5.6160 -1.2012 -0.4280
C16 -5.8133 -2.3468 0.3662
C17 -3.2330 -1.2840 0.0202
C18 0.3506 -0.6892 0.6541
N5 0.7052 0.5580 0.4291
H1 5.6738 3.1390 -0.1163
H2 5.1696 1.9616 1.0996
H3 6.4004 1.5322 -0.0856
H4 4.1832 0.5276 -0.6533
H5 4.7728 1.6181 -1.9077
H6 2.4222 2.0356 -1.5926
H7 3.3261 3.4342 -1.0046
H8 1.4931 2.9187 0.5127
H9 3.0404 2.6187 1.3379
H10 5.4079 -2.0725 2.8891
H11 4.7706 -0.5824 2.2186
H12 0.9167 -3.6607 1.7305
H13 -0.8543 0.7815 -1.2165
H14 -2.8134 1.7752 -2.2755
H15 -4.6766 1.7765 -3.7035
H16 -4.8916 2.8612 -2.2997
H17 -6.3132 2.1822 -3.1302
H18 -6.8787 -2.5633 0.3061
H19 -5.2451 -3.2022 -0.0118
H20 -5.5394 -2.1641 1.4104
H21 -3.3233 -2.1422 0.6615

Calculated values
**SMILES**: CCCCc1nc(C(N)=O)c2[nH]c(=O)n(-c3ccc(OC)c(OC)c3)c2n1
**HOMO energy**: -7.9 eV
**Charge**: 0
**Energy above the lowest of the compared OMol25 structures with the same formula, charge and spin**: 0.000 eV
**LUMO energy**: 0.00045 Ha
**Orbital gap**: 7.927 eV